No. 1
{
  "formula": "C12H22O3Si",
  "method": "wB97M-V/def2-TZVPD",
  "symbols": ["O", "O", "O", "C", "C", "C", "C", "Si", "C", "C", "C", "C", "C", "C", "C", "C", "H", "H", "H", "H", "H", "H", "H", "H", "H", "H", "H", "H", "H", "H", "H", "H", "H", "H", "H", "H", "H", "H"],
  "xyz": [[0.5016, 1.3265, 1.3737], [-1.8871, -0.0670, 2.0575], [-0.7100, 1.7890, 3.7986], [2.6505, -0.6160, -2.9318], [1.7471, -1.4215, -2.3711], [-0.9429, -2.0472, 0.9349], [-1.3611, -1.7649, -0.3332], [-0.6333, 0.9391, 2.3717], [2.7764, 0.8941, -2.7547], [3.7954, -1.2402, -3.6583], [-2.5911, -0.9683, -0.5953], [-1.5211, -1.4678, 2.2088], [-2.3281, 3.5051, 4.2304], [-1.0500, 3.1203, 3.4707], [0.6613, -0.9840, -1.5390], [-0.4563, -1.9956, -1.5387], [1.7011, -2.4586, -2.7060], [0.0608, -2.5059, 1.0961], [3.6241, 1.2195, -2.1817], [2.6982, 1.5065, -3.6892], [1.9606, 1.2355, -2.2356], [4.4366, -1.7886, -2.9582], [4.4168, -0.5091, -4.1981], [3.4057, -2.0188, -4.3792], [-3.2825, -1.1703, 0.1724], [-2.9702, -1.2751, -1.5278], [-2.4743, 0.1588, -0.6845], [-2.3640, -2.0411, 2.6494], [-0.7651, -1.4674, 3.0066], [-2.0088, 3.9467, 5.2065], [-2.9512, 2.6333, 4.3719], [-2.8914, 4.2716, 3.6506], [-0.1638, 3.7309, 3.7268], [-1.1375, 3.2234, 2.4062], [0.8961, -0.7152, -0.4977], [0.1393, -0.0300, -1.8697], [0.0354, -3.0091, -1.6029], [-1.0172, -1.9386, -2.4802]],
  "lowdin_charge": [-0.26, -0.17, -0.17, -0.32, -0.11, -0.05, -0.26, 0.44, -0.04, -0.09, -0.05, -0.22, -0.06, -0.33, -0.23, -0.18, 0.11, 0.13, 0.08, 0.10, 0.02, 0.08, 0.07, 0.09, 0.06, 0.06, 0.12, 0.13, 0.10, 0.09, 0.07, 0.08, 0.13, 0.08, 0.11, 0.15, 0.12, 0.12],
  "spin_multiplicity": 1,
  "charge": 0,
  "energy_ha": -985.63308,
  "orbital_gap_ev": 8.5457,
  "relative_energy_ev": 0.000
}

No. 2
{
  "formula": "C12H23Al2Br3ClCsF13KNaO8P3S",
  "method": "wB97M-V/def2-TZVPD",
  "symbols": ["C", "C", "C", "P", "C", "Cl", "C", "C", "C", "Br", "C", "C", "H", "H", "H", "H", "H", "H", "H", "H", "H", "H", "H", "H", "H", "H", "H", "H", "H", "H", "O", "H", "K", "F", "Al", "F", "F", "F", "Na", "Br", "C", "C", "Br", "H", "H", "H", "H", "C", "F", "F", "F", "S", "O", "O", "O", "Al", "F", "P", "F", "F", "F", "F", "F", "O", "P", "O", "O", "O", "Cs"],
  "xyz": [[0.5885, -2.1631, 1.6758], [1.4850, -2.2222, 0.6669], [1.2333, -2.5842, -0.7774], [1.0679, -1.2683, -2.0562], [2.3348, 0.0779, -2.0563], [1.5771, 1.6554, -1.7493], [3.4957, -0.2657, -1.1128], [3.2875, 0.3111, 0.2855], [-0.6097, -0.5746, -2.0054], [-1.7150, -1.7852, -3.1184], [-1.2792, -0.5346, -0.6284], [-0.8830, 0.6451, 0.2521], [0.6393, -2.8354, 2.5188], [-0.2151, -1.4317, 1.7000], [2.5310, -2.0515, 0.9193], [2.0539, -3.2210, -1.1072], [0.3007, -3.1494, -0.8607], [1.1763, -1.8147, -3.3285], [2.7070, 0.1907, -3.0765], [4.3862, 0.1645, -1.5208], [3.6044, -1.3399, -1.0670], [3.5661, 1.3594, 0.3661], [2.2696, 0.1677, 0.6426], [3.8815, -0.2695, 0.9915], [-0.6104, 0.3860, -2.4927], [-1.1412, -1.4956, -0.1355], [-2.3570, -0.4615, -0.8136], [-0.8575, 1.5782, -0.3153], [0.1200, 0.5337, 0.6696], [-1.5689, 0.7201, 1.0951], [2.6848, 0.3710, 3.1003], [2.8044, 1.2322, 3.5197], [5.9707, 0.6082, -2.7159], [-3.5797, 4.6681, -0.5748], [-2.3473, 4.1748, -1.7402], [-2.9109, 2.6569, -2.1542], [-0.9517, 4.0095, -0.9230], [-2.3010, 5.1905, -2.9945], [-2.7103, 0.4989, -3.2221], [-3.0311, 7.1866, 3.4877], [-3.3704, 7.6205, 1.6235], [-2.4968, 8.7463, 1.1346], [-3.0957, 10.4654, 1.8008], [-4.4260, 7.8592, 1.5442], [-3.1500, 6.7159, 1.0616], [-2.5452, 8.8153, 0.0504], [-1.4655, 8.6273, 1.4498], [-7.1938, -2.9067, -2.9047], [-6.9361, -3.6888, -3.9577], [-7.6495, -1.7337, -3.3720], [-8.1676, -3.4728, -2.1947], [-5.6906, -2.6627, -1.8816], [-4.7842, -2.0320, -2.8378], [-5.3254, -3.9933, -1.4933], [-6.1398, -1.7764, -0.8366], [-4.3597, 3.3641, 0.6251], [6.4334, -5.2983, -1.1947], [5.9930, -3.8173, -0.6939], [6.2857, -2.1866, -0.3494], [4.9170, -4.5272, 0.2627], [6.5794, -3.3712, -2.2059], [7.0779, -3.9998, 0.4980], [4.5291, -3.1947, -1.3782], [0.4814, -4.7673, 5.6105], [1.6132, -3.7589, 5.4382], [0.9981, -2.3676, 5.6089], [2.1072, -3.8336, 3.9942], [2.7178, -4.0063, 6.4480], [2.3664, -3.7373, 8.8058]],
  "lowdin_charge": [0.10, -0.18, -0.25, 1.03, -0.75, 0.73, -0.34, -0.14, -0.79, 0.91, -0.31, -0.09, 0.06, 0.06, 0.11, 0.09, 0.10, 0.04, 0.06, -0.04, 0.07, 0.08, 0.03, 0.08, 0.02, 0.09, 0.10, 0.04, 0.06, 0.09, -0.41, -0.14, 0.99, -0.26, -0.27, -0.15, -0.11, -0.10, 0.42, 0.62, -0.71, -0.71, 0.62, 0.05, 0.03, 0.06, 0.05, -0.69, 0.12, 0.11, 0.13, 0.43, -0.43, -0.30, -0.33, 0.98, -0.17, 0.37, -0.25, -0.15, -0.24, -0.16, -0.28, -0.28, -0.15, -0.23, -0.11, -0.67, 1.22],
  "spin_multiplicity": 1,
  "charge": 0,
  "energy_ha": -13243.10313,
  "orbital_gap_ev": 3.0008
}

No. 3
{
  "formula": "C12H23B2O10P",
  "method": "wB97M-V/def2-TZVPD",
  "symbols": ["C", "C", "O", "B", "O", "C", "O", "C", "O", "C", "C", "C", "O", "C", "O", "C", "C", "C", "C", "B", "O", "O", "P", "O", "O", "H", "H", "H", "H", "H", "H", "H", "H", "H", "H", "H", "H", "H", "H", "H", "H", "H", "H", "H", "H", "H", "H", "H"],
  "xyz": [[3.8139, -2.6982, 0.9718], [3.6896, -2.2065, -0.4728], [3.5496, -0.7920, -0.5423], [2.6678, -0.3480, -1.5034], [2.5458, -0.9640, -2.7368], [1.8095, 1.0022, -1.2435], [0.8662, 1.2474, -2.3234], [-0.3165, 1.7693, -1.9044], [-1.1748, 2.0685, -2.5808], [-0.1455, 1.9017, -0.3774], [-1.3599, 2.1762, 0.5081], [-2.4224, 1.0657, 0.5666], [-3.1822, 1.1438, -0.6300], [-4.1385, 0.1958, -0.8022], [-5.0293, 0.4571, -1.4877], [-4.0704, -1.1947, -0.1777], [-5.5068, -1.7035, 0.0549], [0.8478, 0.7948, -0.0534], [1.3621, 0.8885, 1.3986], [2.2844, 2.1327, 1.7489], [2.2485, 2.5772, 3.0722], [3.1642, 2.7708, 0.8931], [0.3647, -0.9840, -0.3210], [0.1993, -1.7442, 1.1394], [-1.0175, -1.0410, -1.1982], [4.8541, -2.7358, 1.2769], [3.2342, -2.0320, 1.6112], [3.3987, -3.6969, 1.0950], [4.5925, -2.4929, -1.0191], [2.8665, -2.7412, -0.9445], [3.4169, -1.1378, -3.1198], [2.4111, 1.9099, -1.2578], [0.4323, 2.8418, -0.3164], [-1.8778, 3.0228, 0.0552], [-1.0936, 2.4692, 1.5220], [-1.9667, 0.0915, 0.7405], [-3.0313, 1.2833, 1.4496], [-3.5881, -1.8967, -0.8469], [-3.5815, -1.2223, 0.7925], [-6.0967, -1.7001, -0.8530], [-5.4317, -2.7377, 0.3929], [-5.9802, -1.1053, 0.8271], [0.4856, 0.9689, 2.0375], [1.9253, 0.0009, 1.6913], [1.7712, 3.4175, 3.1121], [2.7749, 3.5123, 0.4140], [0.5119, -2.6442, 0.9939], [-1.0776, -1.8905, -1.6526]],
  "lowdin_charge": [-0.05, -0.26, 0.06, -0.68, 0.15, -0.15, 0.04, -0.50, 0.23, -0.17, -0.08, -0.18, 0.02, -0.51, 0.17, -0.15, -0.09, -0.41, -0.03, -0.60, 0.14, 0.16, 1.00, -0.23, -0.20, 0.07, 0.07, 0.07, 0.12, 0.10, 0.12, 0.15, 0.16, 0.13, 0.12, 0.09, 0.14, 0.11, 0.10, 0.07, 0.07, 0.08, 0.11, 0.10, 0.11, 0.11, 0.05, 0.08],
  "spin_multiplicity": 1,
  "charge": 0,
  "energy_ha": -1614.69510,
  "orbital_gap_ev": 8.6082,
  "smiles": "CCOB(O)[C@H]1OC(=O)[C@@H](CCOC(=O)CC)[C@@]1(CB(O)O)P(O)O",
  "relative_energy_ev": 0.000
}

No. 4
{
  "formula": "C12H23BrCl18FI2NO2S",
  "method": "wB97M-V/def2-TZVPD",
  "symbols": ["C", "C", "I", "C", "I", "N", "Br", "S", "O", "O", "F", "H", "H", "H", "H", "H", "C", "Cl", "Cl", "H", "H", "C", "Cl", "Cl", "H", "H", "C", "Cl", "Cl", "H", "H", "C", "Cl", "Cl", "H", "H", "C", "Cl", "Cl", "H", "H", "C", "Cl", "Cl", "H", "H", "C", "Cl", "Cl", "H", "H", "C", "Cl", "Cl", "H", "H", "C", "Cl", "Cl", "H", "H"],
  "xyz": [[1.6324, -0.2325, -0.1799], [2.0058, -1.6957, -0.1136], [3.3531, -2.3005, -1.6760], [0.8259, -2.6707, -0.0007], [0.1452, -2.7118, 2.0484], [-0.1760, -2.4858, -1.0731], [-0.5079, -4.0468, -2.0502], [-1.5885, -1.7273, -0.6980], [-2.5519, -2.5647, -0.1373], [-1.3685, -0.4854, -0.0951], [-2.0943, -1.4203, -2.1347], [1.2229, 0.0801, -1.1375], [2.5535, 0.3382, -0.0494], [0.9808, 0.0792, 0.6325], [2.5545, -1.8351, 0.8124], [1.2613, -3.6463, -0.1696], [-2.6844, 1.0536, 2.7488], [-2.4170, 2.7974, 2.7004], [-2.2494, 0.3571, 4.3173], [-3.7335, 0.8536, 2.5645], [-2.0762, 0.5905, 1.9804], [-3.5083, -6.9443, -1.7892], [-2.6883, -7.1486, -3.3441], [-2.4008, -7.1805, -0.4344], [-3.9131, -5.9399, -1.7379], [-4.3060, -7.6741, -1.7186], [2.1789, -0.3789, 4.5551], [3.0689, -0.4977, 3.0312], [3.2297, -0.6101, 5.9546], [1.7265, 0.6042, 4.6160], [1.4104, -1.1421, 4.5610], [-0.1445, -2.0834, 8.3400], [0.7332, -2.2060, 6.8086], [0.9366, -2.2627, 9.7248], [-0.6174, -1.1097, 8.3903], [-0.8926, -2.8662, 8.3778], [1.1501, 3.7658, -1.3747], [0.0697, 2.8103, -0.3550], [2.1340, 2.7429, -2.4309], [0.5517, 4.4253, -1.9917], [1.8098, 4.3449, -0.7391], [0.9678, 4.5128, -5.8155], [1.9463, 5.1218, -7.1535], [0.8521, 5.6900, -4.5007], [-0.0306, 4.3024, -6.1805], [1.4258, 3.6093, -5.4292], [-3.7177, 1.7954, -2.4098], [-2.7199, 2.4074, -3.7348], [-3.8347, 2.9630, -1.0874], [-4.7140, 1.5952, -2.7858], [-3.2702, 0.8860, -2.0275], [7.6378, -2.8172, -3.2778], [7.5260, -2.3091, -1.5906], [6.0400, -3.0518, -4.0008], [8.1617, -2.0523, -3.8385], [8.1793, -3.7545, -3.3246], [-3.9103, 6.3292, -0.0084], [-3.6441, 6.4834, 1.7327], [-5.2974, 7.2844, -0.5451], [-3.0254, 6.6772, -0.5283], [-4.0948, 5.2879, -0.2412]],
  "lowdin_charge": [-0.25, -0.87, 0.87, -0.87, 0.98, -0.65, 0.83, 0.36, -0.27, -0.27, -0.15, 0.04, 0.07, 0.04, -0.01, 0.01, -1.02, 0.50, 0.49, 0.03, -0.01, -1.03, 0.49, 0.50, 0.02, 0.02, -1.05, 0.55, 0.49, 0.03, -0.07, -1.00, 0.52, 0.51, 0.03, 0.02, -1.00, 0.54, 0.52, -0.02, 0.03, -1.03, 0.51, 0.52, 0.02, 0.01, -1.00, 0.51, 0.55, 0.03, 0.00, -1.02, 0.49, 0.46, 0.02, 0.02, -1.04, 0.50, 0.50, 0.03, -0.07],
  "spin_multiplicity": 1,
  "charge": 0,
  "energy_ha": -12627.10194,
  "orbital_gap_ev": 8.9109
}

No. 5
{
  "formula": "C12H23BrINO4S",
  "method": "wB97M-V/def2-TZVPD",
  "symbols": ["C", "O", "C", "I", "C", "C", "C", "S", "C", "N", "C", "C", "O", "Br", "H", "H", "H", "H", "H", "H", "H", "H", "H", "H", "H", "H", "H", "H", "H", "C", "C", "O", "C", "C", "O", "H", "H", "H", "H", "H", "H", "H", "H"],
  "xyz": [[-0.0050, -0.2798, 1.1832], [0.7214, -0.9174, 0.0749], [1.9587, -0.2027, -0.2738], [2.9946, 0.7531, 1.3991], [3.0044, -1.3707, -0.8565], [3.9010, -2.0823, 0.3205], [4.3316, -3.5842, -0.2660], [3.1273, -4.9149, 0.3896], [1.6317, 0.8380, -1.5231], [2.6572, 1.9681, -1.6236], [2.0356, 3.3024, -1.1651], [3.3079, 4.1550, -0.4944], [3.1700, 5.0572, 0.4832], [5.1288, 3.6963, -1.2521], [0.4183, -0.7194, 2.1813], [-1.1333, -0.6622, 1.1129], [-0.0614, 0.8877, 1.1377], [3.6357, -0.9857, -1.7786], [2.2837, -2.2139, -1.2962], [4.9157, -1.5015, 0.4855], [3.3172, -2.2984, 1.3200], [4.2161, -3.6130, -1.4385], [5.4184, -3.8564, 0.1090], [3.9054, -5.6900, 1.3034], [0.5209, 1.2602, -1.4203], [1.6089, 0.1631, -2.4998], [2.8216, 2.1122, -2.6623], [1.3078, 3.0667, -0.2790], [1.5523, 3.8989, -2.0513], [-6.3975, -0.1106, 1.8708], [-5.2228, 0.8439, 1.8040], [-4.0489, 0.1801, 1.3007], [-3.7615, 0.0200, -0.0102], [-4.8308, 0.2925, -1.0265], [-2.6645, -0.4140, -0.3575], [-6.6719, -0.4844, 0.8806], [-7.2706, 0.3813, 2.3073], [-6.1453, -0.9859, 2.4786], [-5.4434, 1.7466, 1.2261], [-4.9770, 1.1799, 2.8174], [-5.3426, -0.6430, -1.2681], [-4.3574, 0.6894, -1.9303], [-5.5585, 1.0379, -0.7125]],
  "lowdin_charge": [-0.18, -0.25, -0.73, 0.97, -0.21, -0.34, -0.54, 0.57, -0.21, -0.18, -0.19, -0.60, -0.10, 0.59, 0.08, 0.09, 0.09, 0.13, 0.13, 0.09, 0.09, 0.08, 0.09, -0.13, 0.13, 0.14, 0.11, 0.12, 0.14, -0.07, -0.23, 0.00, -0.49, 0.01, 0.07, 0.07, 0.08, 0.09, 0.11, 0.13, 0.10, 0.10, 0.07],
  "spin_multiplicity": 1,
  "charge": 0,
  "energy_ha": -4096.44907,
  "orbital_gap_ev": 9.0051,
  "smiles": "CO[C@@](I)(CCCS)CNCC(=O)Br.CCOC(C)=O"
}